P.
ORCA calculation (ωB97M-V/def2-TZVPD) on a 3-piece molecular cluster, C2H11NO2 overall.

The geometry in XYZ format:
```
16
Properties=species:S:1:pos:R:3
C -0.57 0.62 1.12
N 0.13 1.63 0.36
C 1.55 1.39 0.23
H -0.90 -0.23 0.52
H 0.04 0.09 1.88
H -1.43 0.99 1.68
H 0.00 2.54 0.77
H 1.84 1.61 -0.80
H 1.82 0.35 0.35
H 2.15 2.01 0.92
H 1.10 -2.44 -1.04
H 2.08 -1.55 -0.28
O 1.32 -2.14 -0.15
H -1.64 -0.80 -1.76
H -2.84 -0.67 -0.68
O -2.46 -1.16 -1.41
```

Calculated values
- orbital gap (hartree) = 0.3486
- LUMO level (Eh) = 0.025
- molecular weight (g mol⁻¹) = 81.12

***

Q.
ORCA calculation (ωB97M-V/def2-TZVPD) on a 3-piece molecular cluster, C2H11NO2 overall.

The geometry in XYZ format:
```
16
Properties=species:S:1:pos:R:3
C -0.65 -1.06 1.24
N 0.12 -1.85 0.29
C 1.55 -1.93 0.52
H -0.52 -1.44 2.26
H -0.34 0.00 1.27
H -1.69 -1.14 0.96
H -0.11 -1.61 -0.66
H 2.12 -1.23 -0.08
H 1.91 -2.95 0.34
H 1.75 -1.77 1.58
H -2.89 1.32 -1.12
H -4.20 1.80 -1.75
O -3.25 1.97 -1.73
H 1.57 3.39 -1.63
H 2.74 3.00 -0.75
O 1.91 3.48 -0.73
```

Calculated values
- orbital gap (hartree) = 0.3359
- LUMO level (Eh) = 0.021
- molecular weight (g mol⁻¹) = 81.12

***

Winner for stability: Q

***

P.
ORCA calculation (ωB97M-V/def2-TZVPD) on a 3-piece molecular cluster, C2H11NO2 overall.

The geometry in XYZ format:
```
16
Properties=species:S:1:pos:R:3
C 0.66 -1.38 1.03
C 0.76 0.14 1.18
N -0.53 0.78 1.12
H -0.38 -1.62 0.79
H 1.21 -1.89 0.23
H 0.94 -1.90 1.94
H 1.39 0.32 2.06
H 1.46 0.56 0.45
H -1.25 0.08 1.08
H -0.76 1.51 1.77
H 1.06 0.96 -1.78
H -0.12 1.72 -1.19
O 0.23 1.38 -2.03
H -1.28 0.17 -1.60
H -1.47 -0.50 -2.95
O -1.93 -0.35 -2.11
```

Calculated values
- orbital gap (hartree) = 0.3818
- LUMO level (Eh) = 0.029
- molecular weight (g mol⁻¹) = 81.12

***

Q.
ORCA calculation (ωB97M-V/def2-TZVPD) on C2H11NO2 as an isolated structure.

The geometry in XYZ format:
```
16
Properties=species:S:1:pos:R:3
H -0.68 0.91 -0.61
O -1.11 2.14 -0.61
N -0.18 -0.13 -0.08
H -0.44 2.83 -0.65
H 0.08 0.30 0.81
C 0.98 -0.78 -0.76
H 1.81 -0.06 -0.93
H 0.72 -1.13 -1.77
H -0.86 -0.83 0.22
C 1.59 -1.99 -0.04
H 2.47 -1.72 0.58
H 0.78 -2.39 0.62
H 1.68 -2.86 -0.65
O -2.40 1.86 1.70
H -2.21 2.65 1.17
H -2.25 1.20 1.01
```

Calculated values
- orbital gap (hartree) = 0.3532
- LUMO level (Eh) = 0.019
- molecular weight (g mol⁻¹) = 81.11

***

Winner for stability: P

***

P.
ORCA calculation (ωB97M-V/def2-TZVPD) on CH6N4O as an isolated structure.

The geometry in XYZ format:
```
12
Properties=species:S:1:pos:R:3
C 0.62 -0.07 0.16
H -1.96 0.50 -0.63
H -0.62 1.42 -1.33
H 0.49 1.78 0.52
H 2.55 0.58 0.10
H 0.45 -1.88 -0.66
H -0.60 -1.55 1.30
N -1.18 1.24 -0.32
N -0.34 0.83 0.92
N 1.96 -0.26 0.06
N -0.13 -1.08 -0.52
O -1.25 -1.50 0.41
```

Calculated values
- orbital gap (hartree) = 0.3577
- LUMO level (Eh) = 0.013
- molecular weight (g mol⁻¹) = 90.09

***

Q.
ORCA calculation (ωB97M-V/def2-TZVPD) on CH6N4O in the gas phase.

The geometry in XYZ format:
```
12
Properties=species:S:1:pos:R:3
N 0.99 0.56 -0.27
C -0.26 0.01 -0.25
N 2.10 -0.28 0.03
N -2.45 0.43 0.22
O -0.36 -1.27 0.12
N -1.20 0.90 -0.14
H 0.56 -1.60 0.12
H 0.63 1.60 -0.12
H 2.82 -0.14 -0.69
H 2.52 0.01 0.91
H -2.98 0.22 -0.63
H -2.37 -0.46 0.70
```

Calculated values
- orbital gap (hartree) = 0.3123
- LUMO level (Eh) = 0.022
- molecular weight (g mol⁻¹) = 90.09

***

R.
ORCA calculation (ωB97M-V/def2-TZVPD) on a 2-piece molecular cluster, CH6N4O overall.

The geometry in XYZ format:
```
12
Properties=species:S:1:pos:R:3
C -1.54 0.26 0.93
N -0.12 0.14 0.61
N 1.88 -0.59 -0.78
O -0.11 0.84 -1.20
N 0.28 -1.08 0.63
N 1.44 -1.39 0.14
H 0.03 1.76 -0.93
H 1.13 0.18 -1.19
H 2.67 -0.98 -1.28
H -1.84 1.29 0.77
H -1.66 0.01 1.98
H -2.15 -0.41 0.32
```

Calculated values
- orbital gap (spin up / spin down) (hartree) = 0.3070 / 0.3070
- LUMO level (spin up / spin down) (Eh) = -0.020 / -0.020
- molecular weight (g mol⁻¹) = 90.09

***

S.
ORCA calculation (ωB97M-V/def2-TZVPD) on CH6N4O in the gas phase.

The geometry in XYZ format:
```
12
Properties=species:S:1:pos:R:3
C -0.01 0.91 -0.11
H 2.65 -0.38 0.89
H 2.46 -0.76 -0.83
H 0.36 -1.16 0.36
H -1.95 1.60 -0.17
H -1.43 -1.21 -0.68
H -2.04 -0.91 1.00
N 2.21 -0.14 -0.06
N 0.79 -0.22 -0.19
N -1.38 0.72 -0.16
N -1.99 -0.56 -0.06
O 0.33 2.10 0.00
```

Calculated values
- orbital gap (hartree) = 0.3538
- LUMO level (Eh) = 0.018
- molecular weight (g mol⁻¹) = 90.09

***

Winner for stability: S

***

P.
ORCA calculation (ωB97M-V/def2-TZVPD) on a 4-piece molecular cluster, C2H12O3S2 overall.

The geometry in XYZ format:
```
19
Properties=species:S:1:pos:R:3
C -1.66 -0.94 1.12
C -2.42 0.27 0.52
S -2.47 0.22 -1.29
S -0.57 0.51 -1.94
H -0.64 -0.85 0.74
H -2.02 -1.92 0.83
H -1.64 -0.84 2.21
H -1.98 1.19 0.92
H -3.46 0.29 0.85
H -0.20 -0.78 -1.79
H 3.33 0.90 -1.29
H 2.38 1.24 -0.29
O 3.03 0.52 -0.45
H 2.24 -1.05 -0.82
H 2.30 -2.54 -0.68
O 1.67 -1.83 -0.79
H 0.95 1.77 1.46
H 0.17 1.76 0.15
O 1.00 2.06 0.54
```

Calculated values
- orbital gap (hartree) = 0.3536
- LUMO level (Eh) = 0.019
- molecular weight (g mol⁻¹) = 148.25

***

Q.
ORCA calculation (ωB97M-V/def2-TZVPD) on a 4-piece molecular cluster, C2H12O3S2 overall.

The geometry in XYZ format:
```
19
Properties=species:S:1:pos:R:3
C -2.02 1.99 0.88
S -2.83 1.41 -0.62
S -3.01 -0.53 -0.05
C -1.45 -1.04 0.77
H -2.05 3.10 0.95
H -0.91 1.73 0.89
H -2.30 1.55 1.75
H -1.45 -2.14 0.95
H -1.38 -0.55 1.72
H -0.74 -0.94 -0.05
H 3.11 2.22 -0.64
H 3.45 2.01 0.89
O 2.79 1.81 0.21
H 2.02 -2.82 -0.71
H 2.74 -4.12 -0.33
O 1.90 -3.73 -0.69
H 0.35 0.27 -2.67
H 1.17 0.14 -1.32
O 0.63 -0.36 -1.94
```

Calculated values
- orbital gap (hartree) = 0.2940
- LUMO level (Eh) = 0.008
- molecular weight (g mol⁻¹) = 148.25

***

Winner for stability: P

***

P.
ORCA calculation (ωB97M-V/def2-TZVPD) on an isolated ion of composition C4H4N and charge +1.

The geometry in XYZ format:
```
9
Properties=species:S:1:pos:R:3
C 0.93 -2.04 -1.55
C -0.34 1.28 -0.19
C 0.00 -0.28 -0.19
C -0.61 0.44 0.99
N 0.54 -1.21 -0.87
H 0.97 -2.62 -2.43
H -0.54 1.96 -0.95
H 0.18 0.57 1.73
H -1.56 0.18 1.21
```

Calculated values
- orbital gap (spin up / spin down) (hartree) = 0.3139 / 0.2921
- LUMO level (spin up / spin down) (Eh) = -0.216 / -0.238
- charge = +1
- molecular weight (g mol⁻¹) = 66.08

***

Q.
ORCA calculation (ωB97M-V/def2-TZVPD) on C4H4N as an isolated structure.

The geometry in XYZ format:
```
9
Properties=species:S:1:pos:R:3
C 1.99 0.85 0.05
C -2.15 0.64 0.01
C 1.26 -0.13 0.05
C 0.25 -1.07 0.02
N -1.38 -0.18 0.18
H 2.73 1.58 -0.04
H -2.94 1.39 -0.23
H 0.13 -1.72 0.90
H 0.09 -1.36 -0.94
```

Calculated values
- orbital gap (hartree) = 0.3572
- LUMO level (Eh) = -0.217
- charge = +1
- molecular weight (g mol⁻¹) = 66.08

***

R.
ORCA calculation (ωB97M-V/def2-TZVPD) on a 2-piece molecular cluster, C4H4N overall.

The geometry in XYZ format:
```
9
Properties=species:S:1:pos:R:3
C 2.61 0.65 -0.04
C -2.20 0.93 -0.12
C 1.63 -0.04 -0.01
C -1.47 -0.05 0.00
N -0.59 -0.98 0.13
H 3.63 0.55 -0.20
H -2.83 1.68 -0.10
H -0.35 -1.20 1.08
H -0.42 -1.55 -0.73
```

Calculated values
- orbital gap (spin up / spin down) (hartree) = 0.2663 / 0.2893
- LUMO level (spin up / spin down) (Eh) = -0.309 / -0.270
- charge = +1
- molecular weight (g mol⁻¹) = 66.08

***

Winner for stability: Q

***

P.
ORCA calculation (ωB97M-V/def2-TZVPD) on C4H4F2 in the gas phase.

The geometry in XYZ format:
```
10
Properties=species:S:1:pos:R:3
C 0.80 -0.27 -0.12
C -0.16 0.69 0.46
C -1.42 0.10 0.68
C -2.53 -0.29 0.84
H 0.87 -1.23 0.44
H 0.24 1.09 1.42
H -0.12 1.48 -0.36
H -3.42 -0.72 1.14
F 0.44 -0.56 -1.42
F 2.04 0.34 -0.11
```

Calculated values
- orbital gap (hartree) = 0.4240
- LUMO level (Eh) = 0.036
- molecular weight (g mol⁻¹) = 90.07

***

Q.
ORCA calculation (ωB97M-V/def2-TZVPD) on a 2-piece molecular cluster, C4H4F2 overall.

The geometry in XYZ format:
```
10
Properties=species:S:1:pos:R:3
C 2.14 -0.50 0.65
C -1.47 0.29 -0.98
C 2.26 0.68 0.56
C -1.57 -0.53 0.08
F 2.47 1.95 0.46
F -2.18 -0.12 1.20
H 2.15 -1.50 0.72
H -0.96 -1.48 0.15
H -1.07 -0.15 -1.91
H -1.77 1.35 -0.93
```

Calculated values
- orbital gap (hartree) = 0.3899
- LUMO level (Eh) = 0.030
- molecular weight (g mol⁻¹) = 90.07

***

Winner for stability: P

***

P.
ORCA calculation (ωB97M-V/def2-TZVPD) on C4H4F2 in the gas phase.

The geometry in XYZ format:
```
10
Properties=species:S:1:pos:R:3
C -1.52 0.33 1.79
C -1.07 -0.87 1.85
C -0.97 -0.21 0.50
C 0.37 0.05 0.04
F -1.93 1.31 2.55
F -1.12 -2.11 2.58
H -1.68 -0.67 -0.17
H 1.04 0.11 0.82
H 0.57 1.00 -0.62
H 0.67 -0.81 -0.54
```

Calculated values
- orbital gap (hartree) = 0.3770
- LUMO level (Eh) = 0.021
- molecular weight (g mol⁻¹) = 90.07

***

Q.
ORCA calculation (ωB97M-V/def2-TZVPD) on C4H4F2 in the gas phase.

The geometry in XYZ format:
```
10
Properties=species:S:1:pos:R:3
C -1.44 -0.01 -0.64
C -0.66 0.66 0.24
C 0.72 0.39 0.47
C 1.39 -0.74 0.21
H -2.48 0.25 -0.80
H -1.17 1.42 0.84
H 0.90 -1.53 -0.35
H 2.46 -0.85 0.46
F -1.04 -1.02 -1.52
F 1.32 1.42 1.09
```

Calculated values
- orbital gap (hartree) = 0.3578
- LUMO level (Eh) = 0.023
- molecular weight (g mol⁻¹) = 90.07

***

Winner for stability: Q

***

P.
ORCA calculation (ωB97M-V/def2-TZVPD) on CH3NSSi as an isolated structure.

The geometry in XYZ format:
```
7
Properties=species:S:1:pos:R:3
C -1.94 0.26 -0.02
N -2.27 1.29 -0.31
Si 1.26 -0.14 0.12
S -1.24 -1.22 0.35
H 0.52 1.13 -0.38
H 1.49 -1.02 -1.10
H 2.16 -0.30 1.33
```

Calculated values
- orbital gap (hartree) = 0.3007
- LUMO level (Eh) = -0.043
- molecular weight (g mol⁻¹) = 89.19

***

Q.
ORCA calculation (ωB97M-V/def2-TZVPD) on a 2-piece molecular cluster, CH3NSSi overall.

The geometry in XYZ format:
```
7
Properties=species:S:1:pos:R:3
C -0.80 0.59 1.67
N 0.04 0.99 2.37
Si 0.61 -0.36 -1.13
S -1.85 0.17 0.45
H 0.55 -1.60 -0.46
H 1.32 0.63 -0.41
H 0.13 -0.41 -2.48
```

Calculated values
- orbital gap (hartree) = 0.2619
- LUMO level (Eh) = -0.066
- molecular weight (g mol⁻¹) = 89.19

***

Winner for stability: P